{
  "formula": "C36H31AsN2PtS2",
  "method": "the ωB97M-V functional and the def2-TZVPD basis",
  "elements": ["Pt", "C", "C", "C", "C", "C", "C", "C", "C", "C", "C", "H", "H", "H", "H", "H", "H", "H", "H", "H", "H", "H", "H", "H", "H", "S", "C", "C", "C", "C", "N", "C", "C", "C", "S", "C", "N", "H", "H", "C", "C", "C", "C", "C", "C", "As", "C", "C", "C", "C", "C", "C", "C", "C", "C", "C", "C", "C", "H", "H", "H", "H", "H", "H", "H", "H", "H", "H", "H", "H", "H", "H", "H"],
  "positions_angstrom": [[-0.741, -0.550, -0.009], [1.013, -1.240, 3.478], [0.277, -2.445, 2.898], [-0.331, -3.313, 4.008], [-0.813, -2.061, 1.931], [-1.672, -0.956, 2.145], [-2.796, -0.685, 1.324], [-3.057, -1.450, 0.182], [-4.262, -1.264, -0.685], [-2.079, -2.425, -0.146], [-1.016, -2.767, 0.733], [1.858, -1.577, 4.076], [0.376, -0.647, 4.136], [1.402, -0.586, 2.691], [0.995, -3.053, 2.339], [-1.065, -2.745, 4.584], [0.451, -3.641, 4.692], [-0.823, -4.198, 3.605], [-1.501, -0.313, 2.999], [-3.454, 0.133, 1.588], [-4.960, -2.086, -0.513], [-3.986, -1.290, -1.740], [-4.777, -0.331, -0.468], [-2.185, -2.983, -1.067], [-0.348, -3.574, 0.458], [2.287, 1.556, 0.413], [1.765, 2.809, -0.718], [2.399, 3.762, -1.486], [1.574, 4.568, -2.270], [2.182, 5.517, -3.161], [2.695, 6.248, -3.882], [0.173, 4.446, -2.243], [-0.453, 3.504, -1.428], [0.384, 2.695, -0.701], [0.169, 1.453, 0.548], [-0.645, 5.255, -3.101], [-1.330, 5.847, -3.807], [3.473, 3.889, -1.507], [-1.531, 3.424, -1.405], [4.657, -2.380, -1.960], [3.970, -2.142, -0.778], [2.684, -1.621, -0.818], [2.094, -1.338, -2.044], [2.773, -1.600, -3.233], [4.060, -2.112, -3.186], [0.268, -0.779, -2.155], [-0.580, -2.300, -2.983], [-0.071, -3.559, -2.674], [-0.719, -4.696, -3.137], [-1.870, -4.576, -3.906], [-2.361, -3.318, -4.231], [-1.720, -2.176, -3.771], [0.071, 0.731, -3.315], [1.169, 1.301, -3.950], [0.968, 2.313, -4.883], [-0.315, 2.747, -5.181], [-1.409, 2.197, -4.520], [-1.218, 1.197, -3.582], [5.661, -2.783, -1.928], [4.433, -2.365, 0.173], [2.143, -1.443, 0.104], [2.300, -1.427, -4.193], [4.592, -2.314, -4.105], [0.840, -3.660, -2.094], [-0.316, -5.674, -2.909], [-2.372, -5.462, -4.270], [-3.239, -3.225, -4.856], [-2.102, -1.206, -4.061], [2.176, 0.964, -3.734], [1.821, 2.756, -5.383], [-0.467, 3.532, -5.910], [-2.407, 2.555, -4.738], [-2.074, 0.783, -3.060]],
  "lowdin_charge": [0.75, -0.05, -0.38, -0.03, -0.26, -0.09, -0.06, -0.30, 0.00, -0.11, -0.07, 0.10, 0.09, 0.06, 0.14, 0.10, 0.10, 0.09, 0.13, 0.14, 0.11, 0.08, 0.10, 0.12, 0.14, 0.78, -0.59, 0.02, -0.15, -0.15, 0.23, -0.16, 0.01, -0.57, 0.64, -0.17, 0.23, 0.15, 0.15, -0.04, -0.05, -0.16, -0.40, -0.10, -0.04, 1.26, -0.38, -0.12, -0.05, -0.04, -0.05, -0.10, -0.37, -0.09, -0.05, -0.05, -0.06, -0.14, 0.12, 0.12, 0.06, 0.12, 0.12, 0.11, 0.12, 0.12, 0.12, 0.09, 0.10, 0.12, 0.12, 0.12, 0.10],
  "total_charge": 2,
  "e_lumo_ev": -7.21,
  "homo_lumo_gap_ev": 7.396,
  "spin_multiplicity": 1,
  "e_tot_ha": -4650.851950,
  "largest_force_ev_per_a": 0.10
}

{
  "formula": "C40H67N9O8S",
  "method": "the ωB97M-V functional and the def2-TZVPD basis",
  "elements": ["C", "O", "C", "C", "N", "H", "H", "C", "C", "O", "C", "H", "H", "H", "H", "H", "H", "H", "H", "H", "H", "H", "H", "H", "H", "C", "O", "C", "C", "N", "H", "H", "C", "C", "O", "C", "H", "H", "H", "H", "H", "H", "H", "H", "H", "H", "H", "H", "H", "H", "S", "O", "O", "O", "O", "N", "C", "C", "C", "C", "H", "H", "H", "H", "H", "N", "C", "C", "C", "C", "H", "H", "H", "H", "H", "N", "C", "C", "C", "C", "H", "H", "H", "H", "H", "N", "C", "C", "C", "C", "H", "H", "H", "H", "H", "N", "C", "C", "C", "C", "H", "H", "H", "H", "H", "N", "C", "C", "C", "C", "H", "H", "H", "H", "H", "N", "C", "C", "C", "C", "H", "H", "H", "H", "H"],
  "positions_angstrom": [[-11.575, 31.877, 23.068], [-12.163, 32.898, 22.213], [-13.553, 33.020, 22.410], [-14.133, 33.799, 21.202], [-13.822, 33.049, 19.847], [-13.784, 32.052, 20.006], [-14.616, 33.087, 19.224], [-12.618, 33.471, 19.008], [-12.612, 32.819, 17.632], [-13.830, 33.103, 16.962], [-13.783, 32.751, 15.592], [-11.676, 32.174, 24.112], [-10.504, 31.818, 22.872], [-12.002, 30.877, 22.990], [-13.818, 33.455, 23.374], [-14.037, 32.045, 22.366], [-13.589, 34.729, 21.036], [-15.187, 34.060, 21.296], [-11.816, 33.020, 19.593], [-12.522, 34.556, 18.993], [-12.594, 31.744, 17.813], [-11.739, 33.036, 17.016], [-14.753, 32.864, 15.109], [-13.548, 31.688, 15.530], [-12.925, 33.217, 15.107], [-14.385, 24.645, 25.178], [-14.574, 24.981, 23.803], [-15.945, 25.450, 23.626], [-16.395, 25.328, 22.156], [-15.207, 25.711, 21.260], [-14.906, 26.653, 21.463], [-14.379, 25.142, 21.365], [-15.750, 25.868, 19.804], [-14.678, 26.196, 18.790], [-13.854, 24.955, 18.652], [-12.530, 25.094, 18.179], [-15.119, 23.894, 25.469], [-14.497, 25.560, 25.759], [-13.436, 24.229, 25.516], [-15.979, 26.510, 23.878], [-16.659, 24.947, 24.278], [-17.291, 25.931, 22.007], [-16.597, 24.320, 21.793], [-16.323, 26.756, 20.070], [-16.432, 25.088, 19.466], [-14.006, 27.035, 18.969], [-15.154, 26.623, 17.908], [-12.089, 24.098, 18.150], [-11.958, 25.641, 18.928], [-12.513, 25.651, 17.242], [-14.866, 29.500, 20.686], [-15.500, 30.351, 21.670], [-13.691, 30.176, 20.157], [-14.517, 28.228, 21.305], [-15.778, 29.229, 19.614], [-13.378, 29.303, 17.604], [-14.354, 29.302, 16.643], [-13.866, 28.610, 15.521], [-12.556, 28.252, 15.788], [-12.231, 28.749, 17.077], [-13.585, 29.628, 18.537], [-15.318, 29.733, 16.866], [-14.422, 28.365, 14.629], [-11.953, 27.638, 15.135], [-11.300, 28.862, 17.613], [-13.343, 28.181, 23.665], [-12.233, 27.418, 23.923], [-11.799, 27.726, 25.181], [-12.660, 28.733, 25.709], [-13.516, 29.090, 24.658], [-13.786, 28.279, 22.763], [-11.983, 26.636, 23.221], [-10.960, 27.371, 25.761], [-12.655, 29.144, 26.708], [-14.302, 29.831, 24.664], [-16.445, 31.435, 24.094], [-17.765, 31.702, 24.391], [-17.850, 32.360, 25.606], [-16.580, 32.424, 26.130], [-15.684, 31.928, 25.145], [-15.998, 30.937, 23.338], [-18.450, 31.412, 23.607], [-18.712, 32.779, 26.104], [-16.273, 32.828, 27.084], [-14.607, 31.874, 25.092], [-17.791, 28.583, 22.028], [-18.088, 28.285, 23.333], [-19.128, 27.364, 23.364], [-19.630, 27.241, 22.068], [-18.751, 27.957, 21.228], [-16.994, 29.143, 21.762], [-17.495, 28.715, 24.127], [-19.593, 26.844, 24.188], [-20.511, 26.667, 21.819], [-18.678, 28.120, 20.163], [-17.752, 28.954, 17.713], [-17.583, 28.165, 16.596], [-18.761, 28.012, 15.922], [-19.724, 28.715, 16.695], [-19.056, 29.285, 17.777], [-17.023, 29.221, 18.359], [-16.632, 27.678, 16.437], [-18.976, 27.405, 15.055], [-20.771, 28.842, 16.462], [-19.415, 29.912, 18.580], [-11.208, 29.198, 20.627], [-9.983, 29.765, 20.877], [-9.113, 28.779, 21.223], [-9.791, 27.564, 21.283], [-11.108, 27.861, 20.940], [-12.114, 29.617, 20.469], [-9.934, 30.838, 20.760], [-8.046, 28.844, 21.378], [-9.421, 26.586, 21.557], [-11.951, 27.201, 20.798], [-17.180, 31.809, 19.564], [-17.267, 32.234, 18.264], [-17.939, 33.411, 18.251], [-18.352, 33.680, 19.552], [-17.831, 32.670, 20.403], [-16.703, 30.947, 19.790], [-16.764, 31.628, 17.525], [-18.140, 33.970, 17.349], [-18.966, 34.534, 19.801], [-17.987, 32.495, 21.457]],
  "lowdin_charge": [-0.06, -0.18, -0.21, -0.01, 0.10, 0.09, 0.14, -0.07, -0.20, -0.19, -0.09, 0.09, 0.08, 0.08, 0.13, 0.09, 0.12, 0.12, 0.12, 0.13, 0.11, 0.14, 0.10, 0.07, 0.09, -0.10, -0.20, -0.17, -0.06, 0.09, 0.07, 0.16, -0.06, -0.14, -0.20, -0.10, 0.08, 0.09, 0.09, 0.11, 0.12, 0.09, 0.13, 0.10, 0.14, 0.10, 0.11, 0.09, 0.07, 0.08, 0.24, -0.35, -0.36, -0.34, -0.33, 0.02, -0.15, -0.12, -0.12, -0.11, 0.06, 0.09, 0.10, 0.09, 0.10, 0.03, -0.15, -0.11, -0.10, -0.14, 0.05, 0.10, 0.09, 0.08, 0.07, 0.03, -0.14, -0.13, -0.11, -0.13, 0.07, 0.10, 0.10, 0.09, 0.08, 0.05, -0.15, -0.13, -0.11, -0.11, 0.07, 0.11, 0.09, 0.09, 0.08, 0.02, -0.16, -0.10, -0.10, -0.17, 0.06, 0.08, 0.09, 0.09, 0.11, 0.04, -0.15, -0.13, -0.10, -0.16, 0.06, 0.10, 0.09, 0.09, 0.09, 0.01, -0.15, -0.13, -0.10, -0.10, 0.07, 0.11, 0.10, 0.09, 0.09],
  "total_charge": 0,
  "e_lumo_ev": 0.49,
  "homo_lumo_gap_ev": 8.118,
  "spin_multiplicity": 1,
  "e_tot_ha": -3057.157684,
  "largest_force_ev_per_a": 3.30
}

{
  "formula": "C17H33NaO16",
  "method": "the ωB97M-V functional and the def2-TZVPD basis",
  "elements": ["Na", "C", "O", "H", "H", "H", "C", "C", "C", "O", "C", "O", "O", "H", "H", "H", "H", "H", "H", "C", "O", "C", "O", "O", "C", "H", "H", "H", "H", "H", "H", "C", "O", "C", "O", "O", "C", "H", "H", "H", "H", "H", "H", "C", "O", "C", "O", "O", "C", "H", "H", "H", "H", "H", "H", "C", "O", "C", "O", "O", "C", "H", "H", "H", "H", "H", "H"],
  "positions_angstrom": [[15.202, 27.374, 12.694], [14.154, 25.414, 15.522], [14.404, 25.494, 14.148], [15.067, 25.158, 16.060], [13.821, 26.397, 15.856], [13.364, 24.696, 15.742], [19.609, 24.881, 7.936], [19.608, 25.107, 9.411], [20.190, 26.374, 10.018], [19.143, 26.710, 10.909], [17.996, 26.152, 10.605], [16.949, 26.389, 11.162], [18.229, 25.259, 9.655], [20.590, 24.568, 7.579], [19.172, 25.772, 7.487], [18.898, 24.098, 7.672], [19.839, 24.164, 9.905], [20.408, 27.236, 9.387], [21.086, 26.112, 10.580], [11.390, 25.630, 12.413], [11.269, 26.181, 11.109], [12.208, 27.016, 10.705], [13.137, 27.517, 11.347], [12.081, 27.167, 9.356], [13.116, 27.767, 8.583], [12.314, 25.189, 12.785], [10.542, 25.005, 12.694], [11.246, 26.516, 13.030], [13.089, 27.273, 7.611], [14.164, 27.669, 8.866], [12.842, 28.809, 8.422], [19.946, 26.578, 14.038], [19.314, 27.060, 15.185], [18.009, 27.418, 15.272], [17.203, 27.250, 14.337], [17.767, 27.955, 16.473], [16.446, 28.271, 16.939], [19.290, 25.909, 13.481], [20.640, 25.864, 14.481], [20.343, 27.358, 13.389], [16.448, 28.770, 17.908], [15.900, 27.329, 16.969], [15.957, 28.913, 16.206], [11.778, 28.775, 14.997], [12.603, 29.906, 15.274], [13.769, 30.090, 14.602], [14.071, 29.416, 13.651], [14.563, 31.012, 15.252], [15.931, 31.348, 14.924], [12.224, 27.926, 15.516], [11.699, 28.628, 13.920], [10.717, 28.858, 15.231], [15.918, 32.303, 14.399], [16.378, 30.583, 14.290], [16.437, 31.540, 15.871], [18.544, 30.303, 12.125], [17.548, 31.064, 11.470], [16.299, 30.564, 11.210], [15.886, 29.468, 11.530], [15.555, 31.519, 10.646], [14.174, 31.194, 10.243], [18.598, 29.343, 11.611], [18.293, 30.115, 13.168], [19.463, 30.878, 12.011], [13.995, 30.248, 9.732], [13.694, 31.955, 9.629], [13.593, 31.094, 11.160]],
  "lowdin_charge": [0.33, -0.37, -0.43, 0.04, 0.02, 0.04, -0.02, -0.32, -0.06, 0.05, -0.55, 0.17, 0.09, 0.09, 0.10, 0.09, 0.16, 0.14, 0.14, -0.02, 0.02, -0.52, 0.10, 0.00, -0.05, 0.09, 0.10, 0.08, 0.09, 0.10, 0.08, -0.06, -0.01, -0.50, 0.10, 0.00, 0.01, 0.09, 0.10, 0.10, 0.10, 0.09, 0.07, -0.02, -0.01, -0.51, 0.12, -0.03, -0.02, 0.09, 0.08, 0.10, 0.10, 0.08, 0.10, -0.03, -0.02, -0.54, 0.12, 0.01, 0.01, 0.09, 0.08, 0.10, 0.07, 0.09, 0.09],
  "total_charge": 0,
  "e_lumo_ev": 0.07,
  "homo_lumo_gap_ev": 5.556,
  "spin_multiplicity": 1,
  "e_tot_ha": -2033.661779,
  "largest_force_ev_per_a": 3.23
}

{
  "formula": "C44H33ClN5O10RbS",
  "method": "the ωB97M-V functional and the def2-TZVPD basis",
  "elements": ["Rb", "O", "N", "O", "C", "C", "C", "C", "C", "C", "N", "C", "C", "N", "C", "C", "C", "C", "H", "H", "H", "H", "H", "H", "H", "O", "C", "C", "C", "C", "C", "C", "C", "C", "N", "H", "H", "H", "H", "H", "H", "H", "H", "H", "H", "H", "Cl", "C", "C", "C", "C", "C", "C", "C", "O", "O", "H", "H", "H", "H", "C", "C", "O", "S", "C", "C", "C", "C", "C", "C", "C", "C", "H", "H", "H", "H", "H", "H", "H", "O", "C", "O", "C", "C", "C", "C", "C", "C", "N", "O", "O", "H", "H", "H", "H"],
  "positions_angstrom": [[0.030, -0.437, -0.915], [0.270, -6.018, 5.146], [-0.377, -5.063, 5.525], [-0.855, -4.979, 6.638], [-0.539, -3.914, 4.604], [-0.772, -2.729, 5.194], [-0.886, -1.537, 4.420], [-1.125, -0.284, 5.014], [-1.229, 0.816, 4.212], [-1.101, 0.653, 2.819], [-0.874, -0.510, 2.244], [-0.755, -1.597, 3.029], [-0.501, -2.885, 2.397], [-0.372, -2.881, 1.058], [-0.196, -4.020, 0.435], [-0.148, -5.252, 1.105], [-0.250, -5.275, 2.467], [-0.412, -4.061, 3.170], [-0.869, -2.681, 6.269], [-1.226, -0.215, 6.092], [-1.415, 1.801, 4.619], [-1.196, 1.501, 2.142], [-0.097, -3.972, -0.646], [-0.032, -6.169, 0.543], [-0.208, -6.209, 3.000], [1.437, 2.441, -0.206], [2.026, 2.366, 1.071], [3.512, 2.091, 0.895], [3.820, 0.626, 0.531], [3.793, -0.262, 1.744], [4.921, -0.354, 2.568], [4.887, -1.145, 3.699], [3.720, -1.837, 3.993], [2.649, -1.690, 3.129], [2.667, -0.926, 2.033], [0.452, 2.471, -0.086], [1.569, 1.562, 1.669], [1.877, 3.303, 1.625], [4.048, 2.368, 1.811], [3.872, 2.745, 0.097], [4.805, 0.554, 0.063], [3.107, 0.259, -0.207], [5.816, 0.195, 2.298], [5.758, -1.229, 4.341], [3.639, -2.480, 4.862], [1.723, -2.221, 3.324], [0.880, 3.879, -6.728], [1.511, 2.641, -5.650], [0.902, 2.432, -4.426], [1.415, 1.451, -3.586], [2.521, 0.692, -3.952], [3.116, 0.939, -5.185], [2.615, 1.905, -6.046], [3.105, -0.390, -3.030], [4.250, -0.792, -3.310], [2.358, -0.751, -2.078], [0.050, 3.027, -4.128], [0.962, 1.302, -2.616], [3.989, 0.353, -5.445], [3.073, 2.093, -7.010], [-6.259, 7.171, -2.399], [-7.429, 7.334, -1.460], [-8.293, 8.159, -1.643], [-7.545, 6.341, 0.020], [-6.054, 5.393, 0.058], [-6.028, 4.082, -0.415], [-4.852, 3.352, -0.397], [-3.659, 3.906, 0.095], [-3.709, 5.224, 0.581], [-4.885, 5.952, 0.568], [-2.441, 3.165, 0.121], [-1.383, 2.534, 0.142], [-6.624, 7.328, -3.413], [-5.758, 6.213, -2.314], [-5.536, 7.959, -2.172], [-6.938, 3.639, -0.805], [-4.833, 2.335, -0.769], [-2.799, 5.661, 0.972], [-4.902, 6.966, 0.949], [-3.396, -3.095, -3.178], [-2.857, -2.405, -2.298], [-1.963, -1.521, -2.364], [-3.272, -2.682, -0.842], [-3.316, -1.636, 0.078], [-3.524, -1.881, 1.423], [-3.645, -3.196, 1.843], [-3.646, -4.259, 0.949], [-3.487, -3.984, -0.399], [-3.715, -3.476, 3.284], [-3.629, -2.538, 4.061], [-3.835, -4.635, 3.648], [-3.133, -0.626, -0.269], [-3.535, -1.080, 2.148], [-3.743, -5.269, 1.320], [-3.481, -4.781, -1.134]],
  "lowdin_charge": [0.84, 0.06, -0.34, 0.07, -0.08, 0.05, -0.16, -0.01, -0.03, -0.10, 0.14, -0.19, -0.18, 0.13, -0.10, -0.03, 0.00, -0.08, 0.13, 0.12, 0.11, 0.06, 0.13, 0.11, 0.10, -0.16, -0.29, -0.16, -0.12, -0.26, -0.03, -0.09, -0.08, -0.12, 0.15, -0.06, 0.10, 0.11, 0.10, 0.11, 0.12, 0.09, 0.11, 0.10, 0.09, 0.08, 0.59, -0.67, -0.09, -0.02, -0.11, -0.03, -0.12, -0.66, -0.04, -0.23, 0.11, 0.05, 0.11, 0.09, -0.04, -0.75, -0.03, 1.00, -0.60, -0.11, -0.03, -0.27, -0.04, -0.12, -0.19, -0.02, 0.08, 0.07, 0.09, 0.10, 0.12, 0.11, 0.10, -0.02, -0.68, -0.19, -0.12, -0.01, -0.01, -0.17, -0.01, -0.02, -0.33, 0.06, 0.05, 0.12, 0.11, 0.11, 0.12],
  "total_charge": -2,
  "e_lumo_ev": 2.65,
  "homo_lumo_gap_ev": 6.512,
  "spin_multiplicity": 1,
  "e_tot_ha": -3605.136249,
  "largest_force_ev_per_a": 0.67
}